Below is a cluster of 3 separate species, C36H66N4O10P2 in total in a non-equilibrium geometry, with properties calculated with ωB97M-V with the def2-TZVPD basis set.

XYZ file:
```
118
C36H66N4O10P2 | the OMol25 dataset | ωB97M-V with the def2-TZVPD basis set
C -1.70317 2.98880 2.07073
C -1.89413 1.60736 2.84343
O -1.31328 0.49300 2.16572
C -2.25752 -0.31624 1.43610
C -3.36763 0.51699 0.72604
N -4.20293 1.16793 0.28429
C -2.78517 -1.40334 2.44260
C -4.03934 -1.00573 3.32153
C -3.69971 -0.65152 4.83676
C -3.06320 -1.87366 5.64404
N -2.35914 -1.28701 6.84219
C -1.34663 -0.93856 0.23234
C -1.44202 0.12312 -0.94164
N -1.42467 0.82621 -1.85073
C 0.19378 -0.92350 0.65445
C 1.10156 -1.81388 -0.30394
C 1.20375 -3.33509 0.12831
C 1.14446 -4.20013 -1.21204
N 0.74946 -5.61492 -0.96604
C 1.70765 -6.57379 -1.58718
C -0.56359 -5.93367 -1.52162
C -0.96480 -5.81161 -3.03548
O -1.41858 -6.34528 -0.76325
C -1.84560 -2.30003 -0.35522
C -3.35077 -2.41419 -0.73345
C -4.09031 -1.57243 -1.67615
C -5.52939 -1.83363 -1.91755
C -6.27822 -2.90682 -1.25466
C -5.53044 -3.78231 -0.34044
C -4.11551 -3.52757 -0.10376
H -1.95118 2.89698 0.98543
H -0.62987 3.31785 2.20909
H -2.33074 3.78553 2.56002
H -1.29139 1.74704 3.79465
H -2.95395 1.49490 3.18314
H -1.93749 -1.57955 3.17282
H -3.00527 -2.40644 2.00143
H -4.66830 -0.16893 2.92501
H -4.72126 -1.90840 3.37653
H -4.70578 -0.46518 5.32719
H -3.12854 0.30706 4.94759
H -3.92773 -2.45304 6.08044
H -2.38782 -2.51323 5.02417
H -1.80178 -0.51070 6.45554
H -3.09825 -0.79504 7.36554
H 0.63404 0.11222 0.60040
H 0.34682 -1.34765 1.69122
H 0.70951 -1.74102 -1.35780
H 2.16054 -1.42088 -0.34990
H 2.21261 -3.54299 0.59192
H 0.39164 -3.65932 0.82605
H 2.14604 -4.18203 -1.72532
H 0.41293 -3.76192 -1.95711
H 1.67928 -7.58685 -1.09426
H 2.77708 -6.22171 -1.48999
H 1.53206 -6.74384 -2.68661
H -0.65465 -6.70056 -3.65271
H -2.07524 -5.66175 -3.10013
H -0.47980 -4.90320 -3.50191
H -1.59578 -3.11114 0.39275
H -1.25966 -2.58300 -1.28042
H -3.56301 -0.73249 -2.19957
H -6.12460 -1.18370 -2.61376
H -7.36215 -3.11307 -1.39523
H -5.99675 -4.63841 0.21439
H -3.56784 -4.18918 0.62288
C -2.66695 3.97116 -1.26405
C -3.52498 4.95381 -0.48778
O -2.89761 6.23000 -0.38751
P -2.89766 7.20727 -1.71089
O -4.33610 7.67570 -1.65188
O -2.21841 8.54804 -1.01369
C -2.84629 9.82172 -1.13434
C -3.64675 10.14014 0.11450
O -1.31519 6.69701 -2.04084
C -0.81317 6.98092 -3.35716
C -0.51410 8.45630 -3.55364
H -2.58988 4.26741 -2.31435
H -3.09590 2.96928 -1.22499
H -1.65328 3.93946 -0.86247
H -4.51313 5.05395 -0.94827
H -3.66943 4.58691 0.52941
H -3.46956 9.86963 -2.02889
H -2.05518 10.56615 -1.25662
H -4.33829 9.33619 0.36840
H -4.21316 11.06509 -0.01244
H -2.97763 10.25676 0.97076
H -1.52737 6.62607 -4.10546
H 0.10585 6.40427 -3.47660
H -1.43806 9.03891 -3.60058
H 0.02931 8.61893 -4.48660
H 0.07638 8.84875 -2.72454
C 6.91360 -5.63129 -0.23308
C 6.15544 -4.70161 0.69859
O 6.79689 -3.43655 0.80864
P 6.65210 -2.37247 -0.44061
O 5.23262 -1.91224 -0.18365
O 7.41473 -1.08970 0.27396
C 6.78786 0.19070 0.32025
C 6.13416 0.41390 1.67102
O 8.18204 -2.85886 -0.98233
C 8.53524 -2.48228 -2.32476
C 8.82289 -0.99715 -2.44915
H 6.87281 -5.26789 -1.26396
H 6.48506 -6.63525 -0.20999
H 7.96582 -5.68743 0.04884
H 5.12102 -4.57265 0.36137
H 6.12592 -5.13441 1.69991
H 6.06945 0.30628 -0.49306
H 7.56668 0.94178 0.16668
H 5.46806 -0.40684 1.93964
H 5.56530 1.34587 1.67786
H 6.89522 0.46524 2.45348
H 7.73820 -2.78264 -3.01070
H 9.42987 -3.04952 -2.58759
H 7.90455 -0.41210 -2.35019
H 9.25903 -0.76904 -3.42358
H 9.50636 -0.66501 -1.66654
```

Output
- Total charge: 0
- Multiplicity: 1
- SMILES string: CCO[C@](C#N)(CCCCN)[C@@](C#N)(CCCCN(C)C(C)=O)Cc1ccccc1.CCOP(=O)(OCC)OCC.CCOP(=O)(OCC)OCC
- LUMO level: -0.052 Ha

Below is the molecule C5H11NOS in a non-equilibrium geometry, with properties calculated with ωB97M-V with the def2-TZVPD basis set.

XYZ file:
```
19
C5H11NOS | the OMol25 dataset | ωB97M-V with the def2-TZVPD basis set
C -0.42602 -1.84037 0.10580
C 0.47694 -0.79352 -0.45201
C -1.08670 -0.50570 0.50956
C 2.22027 0.95526 -0.21658
C 1.66038 -0.42968 0.31749
N -2.02650 1.81894 -0.14584
O -3.75353 -0.17155 0.37907
S -2.51202 0.05071 -0.45540
H -0.88065 -2.45704 -0.64166
H -0.17755 -2.58384 0.91950
H 0.34819 -0.48749 -1.54040
H -0.88155 -0.15319 1.46701
H 2.97171 1.19915 0.48904
H 1.39878 1.61983 -0.12713
H 2.67018 0.83174 -1.27594
H 1.53040 -0.39435 1.33458
H 2.40522 -1.30867 0.08469
H -2.77166 2.42970 -0.24077
H -1.16585 2.22009 -0.51101
```

Output
- Total charge: 0
- Relative energy (zero: lowest compared OMol25 entry of this formula, charge and spin): 427.5 kJ/mol
- Multiplicity: 1
- LUMO level: 0.030 Ha

Below is a structure of composition C16H29BeF6INO2PS2Sb, with properties calculated with ωB97M-V with the def2-TZVPD basis set.

XYZ file:
```
60
C16H29BeF6INO2PS2Sb | the OMol25 dataset | ωB97M-V with the def2-TZVPD basis set
Be -0.80740 -0.09237 -1.28219
C 2.10991 4.05687 0.28803
N 1.69447 2.68119 -0.05971
C 2.18568 2.30673 -1.40944
C 0.20408 2.45643 0.15245
C -0.62896 2.67948 -1.07011
C -1.00606 3.98506 -1.37694
C -1.78167 4.25163 -2.49223
C -2.19646 3.19225 -3.28189
C -1.83696 1.89316 -2.95019
C -1.03775 1.57648 -1.84541
H 3.18434 4.14980 0.14657
H 1.85732 4.24923 1.32796
H 1.58978 4.75749 -0.36139
H 2.12584 2.01991 0.63639
H 1.75421 2.98190 -2.14436
H 1.89259 1.28123 -1.61083
H 3.27055 2.38987 -1.40136
H -0.07452 3.10825 0.97946
H 0.13260 1.43031 0.49868
H -0.72322 4.79874 -0.71667
H -2.08139 5.26543 -2.72354
H -2.82765 3.37214 -4.14302
H -2.24741 1.10294 -3.56707
C -1.21250 -0.39746 2.51636
C -0.64502 -1.79272 2.66090
C -1.36934 -2.82449 1.82256
O 0.78052 -1.88835 2.35231
P 1.71282 -0.96822 1.46337
S 2.13970 0.75825 2.30005
S 1.04219 -0.93239 -0.45865
O 3.04741 -1.81388 1.41435
C 3.24481 -3.25668 1.36170
C 3.21008 -3.82427 2.76731
C 2.30775 -3.96972 0.40776
H -2.26115 -0.42095 2.81799
H -1.18618 -0.06371 1.47581
H -0.67376 0.31597 3.13599
H -0.68302 -2.08031 3.71326
H -1.32702 -2.56239 0.76585
H -2.41814 -2.87696 2.11822
H -0.91627 -3.80627 1.96255
H 4.26148 -3.33007 0.97312
H 2.19496 -3.82960 3.16068
H 3.84080 -3.23304 3.43039
H 3.58597 -4.84858 2.75290
H 1.27376 -3.92203 0.74880
H 2.60725 -5.01854 0.36491
H 2.36139 -3.55094 -0.59528
I -1.02492 -2.94899 -2.79093
C -0.44822 -1.02379 -3.11847
H -1.07129 -0.51697 -3.83944
H 0.62199 -0.87593 -3.19285
F -2.03352 -0.75067 -0.55423
Sb -4.08845 -0.61221 -0.58225
F -3.80778 1.22913 -0.38867
F -4.00208 -0.80862 1.27972
F -5.94789 -0.50011 -0.64838
F -4.00883 -2.47834 -0.74699
F -3.85942 -0.47032 -2.44390
```

Output
- Total charge: 0
- Relative energy (zero: lowest compared OMol25 entry of this formula, charge and spin): 0.0 kJ/mol
- Multiplicity: 2
- LUMO level (alpha / beta): 0.007 / -0.094 Ha

Below is a cluster of 2 separate species, C3H6ClNO3 in total in a non-equilibrium geometry, with properties calculated with ωB97M-V with the def2-TZVPD basis set.

XYZ file:
```
14
C3H6ClNO3 | the OMol25 dataset | ωB97M-V with the def2-TZVPD basis set
O 1.13224 1.85910 0.22786
N 1.66293 0.82393 -0.19036
O 2.26620 0.91500 -1.41170
C 1.79176 -0.30252 0.43108
Cl 1.11867 -0.49931 1.94908
H 1.87400 1.72057 -1.75467
H 2.23496 -1.07434 -0.11510
C -2.00347 0.04986 0.19688
C -1.38682 -1.29592 -0.16059
O -1.17473 -1.80408 -1.21765
H -2.51346 0.75618 -0.47795
H -1.14296 0.57442 0.76966
H -2.81175 0.08216 1.02545
H -1.04756 -1.80505 0.72800
```

Output
- Total charge: 0
- Relative energy (zero: lowest compared OMol25 entry of this formula, charge and spin): 392.3 kJ/mol
- Multiplicity: 1
- SMILES string: [O-]/[N+](O)=C\Cl.CC=O
- LUMO level: 0.025 Ha

Below is a structure of composition C7H13N in a non-equilibrium geometry, with properties calculated with ωB97M-V with the def2-TZVPD basis set.

XYZ file:
```
21
C7H13N | the OMol25 dataset | ωB97M-V with the def2-TZVPD basis set
C -2.54226 -0.98767 1.22475
C -1.54616 -0.76552 0.09374
C -0.59167 -1.95900 -0.11392
C 0.43854 -1.58153 0.58602
N -1.96646 -0.09771 -0.94683
H -1.74870 -0.54104 -1.83872
H -0.75985 -2.77960 -0.79749
H -3.07980 -1.92649 1.09636
H -2.00424 -0.99123 2.17222
H -3.25285 -0.16479 1.24904
H -0.26928 -0.42657 0.98820
H 1.49806 -1.71986 0.68791
C 0.99383 1.73952 -1.30417
C 1.72746 1.79001 -0.00447
C 2.82618 1.10554 0.28008
H 1.28950 2.43189 0.75396
H -0.04145 1.42668 -1.14716
H 0.94706 2.73346 -1.75504
H 1.47141 1.05796 -2.00809
H 3.30375 0.47684 -0.46162
H 3.30691 1.17911 1.24525
```

Output
- Total charge: 0
- Relative energy (zero: lowest compared OMol25 entry of this formula, charge and spin): 499.0 kJ/mol
- Multiplicity: 1
- LUMO level: 0.017 Ha

Below is a structure of composition C7H10, with properties calculated with ωB97M-V with the def2-TZVPD basis set.

XYZ file:
```
17
C7H10 | the OMol25 dataset | ωB97M-V with the def2-TZVPD basis set
C -0.77247 -1.31528 0.04054
C 0.08375 -0.65075 1.15143
C 1.18498 -0.23924 0.45441
C 0.56847 0.95117 -0.24502
C 0.00849 1.80853 0.89641
C -0.83808 0.58073 1.17111
C -0.91372 0.20377 -0.33872
H -0.27341 -2.00527 -0.64266
H -1.74590 -1.71509 0.35238
H 1.78930 -2.26590 -2.22819
H 1.35476 -1.70538 -2.44946
H 1.81219 -0.94851 -0.08141
H 1.07322 1.39180 -1.10851
H 0.72121 2.13923 1.65979
H -0.59233 2.64808 0.53514
H -1.72525 0.55144 1.80773
H -1.73521 0.57066 -0.97498
```

Output
- Total charge: 0
- Relative energy (zero: lowest compared OMol25 entry of this formula, charge and spin): 619.7 kJ/mol
- Multiplicity: 1
- LUMO level (alpha / beta): 0.012 / 0.012 Ha

Below is the molecule C15H26N2O2, with properties calculated with ωB97M-V with the def2-TZVPD basis set.

XYZ file:
```
45
C15H26N2O2 | the OMol25 dataset | ωB97M-V with the def2-TZVPD basis set
C -6.35982 -0.68256 1.01480
C -5.84271 -0.13462 -0.31071
C -5.02982 1.15313 -0.15909
C -3.75037 0.99673 0.66625
N -2.81799 0.06816 0.06866
C -1.63968 0.44900 -0.46272
O -1.25035 1.59658 -0.47129
C -0.84051 -0.71766 -1.06183
C -0.44364 -1.73515 0.01103
C 0.97573 -1.33094 0.40728
O 1.56055 -1.71371 1.39786
N 1.44922 -0.50827 -0.54408
C 2.74908 0.13924 -0.50273
C 2.83915 1.08886 0.69432
C 4.19291 1.78997 0.71262
C 5.32152 0.76469 0.76248
C 5.23156 -0.18363 -0.42904
C 3.87986 -0.88996 -0.44705
C 0.50538 -0.21675 -1.59775
H -6.92687 0.07969 1.54420
H -5.54483 -1.01070 1.65517
H -7.01300 -1.53440 0.84006
H -6.69530 0.07903 -0.95914
H -5.24177 -0.89640 -0.81297
H -5.64952 1.91257 0.32074
H -4.75822 1.51977 -1.15117
H -3.23236 1.95655 0.72203
H -3.98820 0.66662 1.68148
H -3.10086 -0.89658 0.00885
H -1.44642 -1.16664 -1.85317
H -1.08673 -1.73062 0.89002
H -0.41223 -2.75234 -0.38519
H 2.83921 0.71862 -1.42909
H 2.02909 1.81927 0.63829
H 2.71104 0.50552 1.60693
H 4.25151 2.45209 1.57845
H 4.29834 2.40403 -0.18566
H 6.28812 1.27305 0.76178
H 5.24326 0.18845 1.68635
H 6.03149 -0.92480 -0.37767
H 5.35970 0.38343 -1.35506
H 3.81190 -1.55683 -1.31014
H 3.76086 -1.48817 0.45659
H 0.46143 0.86115 -1.78233
H 0.79289 -0.73064 -2.52376
```

Output
- Total charge: 0
- Relative energy (zero: lowest compared OMol25 entry of this formula, charge and spin): 10.4 kJ/mol
- Multiplicity: 1
- SMILES string: CCCCNC(=O)[C@@H]1CC(=O)N(C2CCCCC2)C1
- LUMO level: 0.022 Ha

Below is the molecule C8H14BrO6P in a non-equilibrium geometry, with properties calculated with ωB97M-V with the def2-TZVPD basis set.

XYZ file:
```
30
C8H14BrO6P | the OMol25 dataset | ωB97M-V with the def2-TZVPD basis set
O -3.89264 -0.00498 0.54046
C -2.78482 0.50310 0.40123
C -1.71752 0.17187 -0.64966
C -0.49840 0.86981 -0.09038
C 0.61336 1.12500 -1.08899
O 1.23881 -0.07874 -1.44374
C 2.29498 -0.39967 -0.58231
O 2.62738 -1.74435 -0.67039
C 1.66900 -2.61844 -1.20115
C 0.59400 -3.04155 -0.19835
O 0.46281 -2.07843 0.83506
C -1.17632 2.10375 0.48414
P -0.10904 3.03529 1.68217
O -0.57954 2.21042 2.99316
Br -1.32981 4.91839 1.79450
O -2.29505 1.49345 1.20789
H -2.04661 0.64718 -1.56786
H -1.66171 -0.90248 -0.73479
H -0.07416 0.35242 0.76588
H 0.17642 1.53532 -1.99527
H 1.32361 1.86144 -0.71482
H 2.04076 -0.14846 0.44996
H 3.17654 0.17834 -0.86038
H 2.21233 -3.51557 -1.47484
H 1.22600 -2.25312 -2.11994
H 0.87913 -3.99762 0.23962
H -0.35407 -3.20854 -0.70369
H -0.39212 -2.18248 1.24247
H -1.63224 2.75081 -0.25884
H 0.00892 2.41782 3.71888
```

Output
- Total charge: 0
- Relative energy (zero: lowest compared OMol25 entry of this formula, charge and spin): 0.0 kJ/mol
- Multiplicity: 1
- SMILES string: O=C1C[C@@H](COCOCCO)[C@H](P(O)Br)O1
- LUMO level: 0.010 Ha

Q: What is the multiplicity in the fourth record?
A: 1